Record 1
Computed, not measured: a structure of composition C17H23Cl5N3Rh, with wB97M-V/def2-TZVPD.

```
49
Properties=species:S:1:pos:R:3:forces:R:3
Rh 1.28017 0.05099 -0.19958 -0.13 -0.21 0.22
Cl 2.20551 -3.26856 0.78177 0.00 0.02 0.00
C 3.44229 -2.21222 0.28057 0.14 -0.19 0.04
C 3.13559 -0.93730 -0.10173 0.07 0.20 -0.11
C 4.21174 -0.13941 -0.50647 -0.22 -0.20 0.10
Cl 3.78745 1.43865 -0.97057 0.20 0.26 -0.12
C 5.57926 -0.56371 -0.54053 0.01 0.43 -0.14
Cl 6.78130 0.51138 -1.04906 -0.04 -0.09 0.03
C 5.87077 -1.84631 -0.15057 -0.01 -0.38 0.13
Cl 7.46582 -2.42569 -0.15908 0.00 0.03 -0.01
C 4.81008 -2.69866 0.26858 0.01 0.20 -0.06
Cl 5.14096 -4.25129 0.74755 0.02 -0.15 0.04
C 0.77002 1.38939 5.02635 0.00 -0.01 -0.03
C -0.20344 1.87111 3.93796 -0.04 0.05 0.11
C -1.62881 1.36671 4.21628 0.02 -0.01 -0.02
C -0.17714 3.40347 3.81740 0.00 -0.02 -0.02
C 0.23572 1.30555 2.65727 0.02 -0.05 -0.06
N 0.57918 0.85876 1.65751 0.01 0.05 -0.08
H 0.44906 1.80821 5.97919 -0.01 0.00 0.00
H 1.78647 1.72901 4.82948 0.00 0.00 0.00
H 0.76439 0.30308 5.11090 0.01 0.00 0.01
H -1.95443 1.77907 5.17039 0.00 0.00 0.00
H -1.66034 0.27974 4.28422 0.00 0.00 0.00
H -2.32516 1.69696 3.44601 0.00 0.00 0.00
H -0.49926 3.82554 4.76843 0.00 -0.01 0.01
H -0.85770 3.75271 3.04134 0.00 0.01 0.00
H 0.82656 3.76978 3.60404 0.00 0.00 0.00
C -4.36072 -0.08118 -3.05483 0.03 0.00 -0.02
C -3.01847 0.25057 -3.68789 -0.03 0.00 0.00
N -1.89465 -0.48051 -3.07190 -0.03 -0.02 0.00
C -1.72144 -1.88244 -3.48479 -0.02 -0.02 0.04
C -2.22003 -2.89289 -2.45736 0.01 0.01 -0.01
C -1.10104 0.06683 -2.16675 0.07 -0.02 -0.08
C -1.32814 1.48831 -1.74553 0.01 -0.01 0.03
N -0.08761 -0.58435 -1.61369 -0.07 0.08 -0.01
H -5.13714 0.53117 -3.51132 -0.01 0.00 0.00
H -4.35438 0.11815 -1.98230 -0.01 0.00 0.00
H -4.62983 -1.12505 -3.21082 0.00 0.00 0.01
H -2.81916 1.31667 -3.63620 0.01 0.00 0.00
H -3.02048 -0.01355 -4.74500 0.02 0.02 0.00
H -0.66936 -2.04790 -3.73140 0.00 0.01 -0.01
H -2.27026 -2.00131 -4.41635 0.01 0.01 -0.01
H -1.72028 -2.79026 -1.49357 0.00 0.00 0.00
H -2.03894 -3.90189 -2.82586 0.00 0.00 0.00
H -3.28940 -2.78263 -2.28905 0.00 0.00 0.00
H -1.13093 2.17350 -2.56981 0.01 0.00 0.00
H -0.66519 1.74366 -0.92002 -0.01 0.01 0.00
H -2.35426 1.64133 -1.41417 0.00 0.00 -0.01
H 0.01565 -1.54315 -1.91902 -0.03 0.00 0.01
```
Positions in Å, forces in eV/Å.

Summary:
⟨S²⟩   6.02
2S+1   5
Molecular weight   549.56 g/mol
Gap between HOMO and LUMO (spin up / spin down)   8.52 / 5.07 eV
HOMO (spin up / spin down)   -14.84 / -14.93 eV
Energy relative to the best compared isomer or geometry (same formula, charge and spin)   3.8 kJ/mol
Charge   +2

---

Record 2
Computed, not measured: a cluster of 8 separate species, C17H23Cl8F3O12 in total, with wB97M-V/def2-TZVPD.

```
63
Properties=species:S:1:pos:R:3:forces:R:3
O -6.92854 -2.38393 -0.84668 0.36 0.38 -0.07
C -5.89003 -2.45360 -1.42773 -3.54 -1.02 0.34
O -5.79116 -3.09965 -2.63152 0.42 0.53 0.99
C -4.44051 -2.97502 -3.03707 0.34 1.26 0.03
C -3.81406 -2.38028 -1.78559 4.40 -2.81 -0.89
F -2.93164 -1.38792 -2.06769 -0.18 0.41 -0.06
O -4.73377 -2.02413 -0.91254 -2.47 1.48 0.46
H -3.95243 -3.91052 -3.31041 -0.43 0.11 -0.12
H -4.36497 -2.20312 -3.80296 0.02 -0.34 -0.45
H -3.29999 -3.17821 -1.24973 1.11 0.01 -0.28
O -2.34054 -3.83706 -6.01023 1.80 0.24 1.76
C -1.39935 -3.80272 -5.25224 0.04 0.04 -2.35
O -0.07470 -3.57075 -5.63447 -3.01 -0.21 -1.09
C 0.78705 -3.83131 -4.58524 -0.07 1.22 0.80
C -0.15806 -3.91957 -3.35982 0.61 -0.53 -0.02
F -0.19691 -2.82957 -2.53947 0.52 0.11 -0.31
O -1.43851 -4.02148 -3.92238 -0.04 -0.47 0.14
H 1.34329 -4.73751 -4.82509 0.13 0.04 0.53
H 1.39127 -2.92569 -4.53178 0.61 -0.40 0.46
H 0.11328 -4.78250 -2.75169 -0.53 0.00 0.16
O 1.02715 1.95957 2.08701 -3.12 -2.28 -1.96
C 0.15440 1.51307 1.33208 2.66 2.08 0.28
O -0.33219 2.29644 0.29646 0.76 0.02 0.98
C -1.47176 1.67817 -0.26221 -0.10 -0.97 1.13
C -1.18085 0.22326 0.05638 -1.28 0.35 -0.08
F -0.57610 -0.32514 -1.05417 0.33 -0.34 1.14
O -0.38424 0.24322 1.25438 0.22 1.33 -1.04
H -2.33867 1.95884 0.33593 -0.09 0.32 -0.45
H -1.62805 1.81845 -1.33178 0.35 0.28 0.20
H -2.11965 -0.26907 0.31013 0.39 -0.71 -0.27
C 5.55957 1.88445 5.20014 0.20 -0.51 -0.31
C 5.10562 3.28637 4.92963 -0.21 0.46 -3.32
C 3.77324 3.60021 4.15447 0.98 -1.79 -0.77
O 3.02901 4.41830 5.01751 -0.26 0.38 0.33
C 3.78569 4.80404 6.04002 0.42 2.54 3.41
O 3.50582 5.72807 6.85976 1.51 -4.50 -3.66
O 4.96483 3.99198 6.05501 -2.55 3.56 4.08
H 6.01561 1.89151 6.19013 0.16 -0.17 -0.11
H 6.30185 1.63058 4.44340 0.14 -0.18 0.18
H 4.81021 1.09362 5.16629 -0.33 0.26 0.10
H 5.86750 3.84008 4.38095 0.51 -0.47 -0.38
H 3.29834 2.65061 3.90780 -0.68 0.22 0.26
H 3.94348 4.11076 3.20660 0.06 0.18 0.17
Cl -4.27789 1.22545 1.79138 -0.24 -0.20 0.04
C -5.47046 0.82976 0.58143 -0.67 0.43 -1.46
Cl -4.90109 1.40948 -1.15587 -0.68 -0.85 1.93
H -5.76337 -0.22011 0.57253 0.92 -0.11 -0.34
H -6.42624 1.31863 0.77014 0.48 0.63 -0.05
Cl -0.18658 -1.99674 4.18042 0.73 0.20 -0.72
C 1.39737 -1.76029 3.31729 -0.36 -0.08 0.35
Cl 2.72088 -2.20718 4.39816 0.15 0.03 -0.04
H 1.45713 -2.40126 2.43769 -0.30 0.07 0.25
H 1.51759 -0.71213 3.04342 -0.26 -0.15 0.17
Cl 1.33631 2.21745 -2.95938 0.83 -1.53 0.32
C 0.57298 3.71228 -3.29270 -1.25 0.16 0.11
Cl 1.17397 4.34379 -4.88198 -0.64 0.17 1.42
H -0.49400 3.49017 -3.27522 -0.05 0.12 -1.15
H 0.61500 4.25779 -2.34997 1.06 1.10 -0.70
Cl 3.86767 -1.71728 -2.16553 -0.12 -0.11 0.16
C 2.66426 -0.60021 -1.52782 -0.01 0.90 0.14
Cl 2.51412 -0.63750 0.29381 0.08 -0.15 -1.52
H 2.96687 0.40954 -1.80518 0.34 -0.16 0.42
H 1.72491 -0.73450 -2.06419 -0.16 -0.57 0.72
```
Positions in Å, forces in eV/Å.

Summary:
2S+1   1
Molecular weight   759.98 g/mol
SMILES   O=C1OC[C@@H](F)O1.O=C1OC[C@@H](F)O1.O=C1OC[C@@H](F)O1.C[C@H]1COC(=O)O1.ClCCl.ClCCl.ClCCl.ClCCl
Gap between HOMO and LUMO   10.56 eV
HOMO   -10.58 eV

---

Record 3
Computed, not measured: a structure of composition C17H23CrN5O2, with wB97M-V/def2-TZVPD.

```
48
Properties=species:S:1:pos:R:3:forces:R:3
Cr -0.87751 0.00940 0.31370 -0.15 0.10 -0.09
C -0.35909 0.91434 3.20857 0.04 0.04 0.08
N 0.23622 1.02643 1.86029 0.19 -0.11 0.06
C 0.39756 2.45634 1.50511 -0.07 0.01 -0.03
C 1.56882 0.40456 1.80025 -0.16 0.09 0.05
C 2.48141 0.43228 2.83527 0.06 -0.01 0.03
C 3.72085 -0.17302 2.66443 -0.03 0.01 0.00
C 4.02353 -0.80048 1.46694 0.00 0.00 -0.01
C 3.10637 -0.82319 0.42530 0.02 -0.02 -0.03
C 1.87485 -0.20198 0.58608 0.01 -0.03 -0.04
N 0.81175 -0.20389 -0.33413 0.04 0.01 -0.04
C 0.95023 -0.25566 -1.73460 0.05 -0.01 -0.01
C 2.10786 0.02571 -2.45269 0.04 0.01 0.04
C 2.09229 -0.03677 -3.83789 0.00 0.00 -0.03
C 0.93235 -0.36644 -4.52107 -0.01 0.00 0.02
C -0.23497 -0.61923 -3.81242 0.02 0.00 -0.04
C -0.22279 -0.55042 -2.43280 -0.09 0.05 0.05
N -1.40638 -0.79880 -1.59987 0.09 -0.18 -0.02
C -2.63862 -0.24500 -2.18762 -0.07 -0.01 0.03
C -1.56970 -2.27350 -1.44054 0.03 0.01 0.01
H 0.21499 1.48163 3.94293 0.01 0.00 -0.02
H -0.39060 -0.13080 3.50651 -0.02 -0.01 -0.01
H -1.36989 1.31519 3.19536 0.00 -0.02 -0.01
H 1.07272 2.95033 2.20600 0.01 0.01 0.00
H -0.56612 2.96667 1.54481 0.02 0.00 0.01
H 0.81207 2.53570 0.50004 0.00 0.01 0.01
H 2.24672 0.90858 3.77716 0.00 0.00 0.00
H 4.43972 -0.16305 3.47149 0.00 0.00 0.00
H 4.97952 -1.29091 1.34331 0.00 0.00 -0.01
H 3.33559 -1.35063 -0.48945 0.01 0.00 0.00
H 3.01217 0.31088 -1.93504 0.00 0.00 0.00
H 2.99795 0.18198 -4.38728 0.00 0.00 0.00
H 0.92741 -0.41744 -5.60062 0.01 0.00 0.00
H -1.14043 -0.86420 -4.35111 -0.01 0.00 0.02
H -2.88753 -0.71733 -3.13909 0.02 0.00 0.01
H -2.52977 0.82706 -2.35207 0.02 0.00 0.00
H -3.46804 -0.44389 -1.50659 0.01 0.02 0.00
H -1.74909 -2.73008 -2.41580 -0.01 0.00 -0.01
H -2.40107 -2.47897 -0.77045 0.00 0.00 -0.01
H -0.65983 -2.68724 -1.01074 -0.01 0.01 0.01
N -2.66162 1.16478 0.79731 -0.02 0.01 -0.01
N -3.24633 0.43091 1.85634 0.02 0.02 0.00
C -2.82316 -0.89257 2.06757 -0.02 0.03 0.01
O -3.41469 -1.60348 2.82444 0.00 -0.04 0.01
O -1.74408 -1.21480 1.36551 -0.03 0.02 0.00
H -2.47667 2.10953 1.12437 -0.01 -0.01 0.00
H -3.30604 1.23535 0.01238 0.00 0.01 0.00
H -4.19898 0.64609 2.11038 -0.01 -0.01 0.00
```
Positions in Å, forces in eV/Å.

Summary:
⟨S²⟩   0.80
2S+1   2
Molecular weight   381.40 g/mol
Gap between HOMO and LUMO (spin up / spin down)   7.08 / 7.46 eV
HOMO (spin up / spin down)   -11.02 / -10.98 eV
Energy relative to the best compared isomer or geometry (same formula, charge and spin)   11.7 kJ/mol
Charge   +1

---

> What is the 2S+1 in the first record?

5

---

> Which value of 2S+1 does entry 1 give?

5